[1]
Here is a structure of composition C4H6O2 from the Open Molecules 2025 dataset. Energies are from ωB97M-V with the def2-TZVPD basis set.

```
12
Properties=species:S:1:pos:R:3:forces:R:3:nbo_charge:R:1
C 0.68333 -0.42930 1.45492 -0.20 -0.06 0.22 -0.272
O 1.43502 0.17468 0.39591 0.15 -0.02 -0.04 -0.533
C 0.20406 0.80492 -0.00832 -0.25 0.08 -0.10 -0.122
C -0.33916 0.27004 -1.32997 0.10 0.25 -0.13 -0.067
O -0.81328 -1.05719 -1.18178 -0.22 -0.05 0.07 -0.712
C -0.61793 0.21455 1.11204 0.38 0.04 0.03 0.138
H 1.03460 -0.16046 2.46307 -0.02 -0.02 -0.09 0.236
H 0.64024 -1.52658 1.38231 -0.02 0.11 0.03 0.246
H 0.27289 1.90315 -0.01193 -0.03 -0.15 0.00 0.230
H -1.12367 0.94581 -1.69885 0.10 -0.12 0.08 0.176
H 0.47088 0.23556 -2.06298 -0.08 0.04 0.10 0.204
H -1.60767 -1.01238 -0.62838 0.09 -0.11 -0.17 0.476
```
Forces are in eV/Å.

- 2S+1 = 1
- HOMO (eV) = -9.4

[2]
Here is the molecule C4H6O2 from the Open Molecules 2025 dataset. Energies are from ωB97M-V with the def2-TZVPD basis set.

```
12
Properties=species:S:1:pos:R:3:forces:R:3:nbo_charge:R:1
C 0.67099 0.32259 -1.21203 -0.01 -0.01 -0.04 -0.632
C -0.00970 0.08156 0.12330 -0.04 -0.02 -0.16 0.091
C 0.43850 -0.95018 1.06019 -0.05 -0.33 0.03 -0.088
O 0.77434 0.41882 1.26044 0.09 0.18 0.15 -0.484
C -1.45272 0.52895 0.24874 -0.23 -0.24 -0.16 0.429
O -2.38995 -0.16218 -0.06656 0.45 0.34 0.09 -0.497
H 1.26818 1.23706 -1.14049 -0.13 -0.09 -0.03 0.233
H 1.34331 -0.50044 -1.47094 -0.10 0.12 0.08 0.226
H -0.05063 0.44359 -2.02449 0.04 -0.08 0.12 0.226
H -0.25856 -1.36427 1.78773 0.07 0.04 -0.14 0.190
H 1.26194 -1.60406 0.77370 -0.09 0.14 0.04 0.185
H -1.59570 1.54855 0.66043 0.00 -0.07 0.01 0.121
```
Forces are in eV/Å.

- 2S+1 = 1
- SMILES = C[C@@]1(C=O)CO1
- HOMO (eV) = -10.0

[3]
Here is the molecule C4H6O2 in a non-equilibrium geometry from the Open Molecules 2025 dataset. Energies are from ωB97M-V with the def2-TZVPD basis set.

```
12
Properties=species:S:1:pos:R:3:forces:R:3:nbo_charge:R:1
C 0.22438 0.75188 -1.83988 2.32 2.47 -2.00 -0.640
C -0.40523 0.22573 -0.64056 0.46 -3.57 1.36 -0.354
C -0.36415 -1.37389 -0.40948 0.33 2.46 2.32 -0.059
C 0.12862 0.27644 0.81117 -0.09 2.04 -0.41 0.800
H 0.56568 0.04689 -2.57067 -0.40 -1.22 -0.28 0.225
H -0.39341 1.46142 -2.46686 0.68 -0.47 1.11 0.230
H 1.26004 1.18803 -1.64904 -1.48 0.22 0.16 0.234
H -1.38787 0.52050 -0.53061 -2.24 0.81 0.03 0.235
H -1.16391 -2.03053 -0.18462 -1.48 -0.09 -0.66 0.199
H 0.33913 -1.88877 -1.03303 1.06 -0.12 0.27 0.185
O 0.01603 -1.02400 1.07381 0.86 -1.07 -1.26 -0.493
O 0.39381 1.20169 1.53960 -0.04 -1.47 -0.66 -0.560
```
Forces are in eV/Å.

- 2S+1 = 1
- SMILES = C[C@H]1COC1=O
- HOMO (eV) = -10.2

[4]
Here is a cluster of 2 separate species, C4H6O2 in total in a non-equilibrium geometry from the Open Molecules 2025 dataset. Energies are from ωB97M-V with the def2-TZVPD basis set.

```
12
Properties=species:S:1:pos:R:3:forces:R:3:nbo_charge:R:1
O 0.03414 -0.97031 -1.36008 -0.05 -0.17 0.11 -0.678
C 0.04890 0.17439 -0.58519 -0.11 0.17 -0.13 0.006
C 1.29609 0.72966 0.20327 0.24 0.08 -0.04 -0.366
C 0.12695 0.21245 0.90327 0.00 0.08 0.14 -0.459
C -0.62984 1.27419 -1.06646 -0.47 0.92 -0.12 0.791
O -1.20117 2.24042 -1.33231 0.55 -0.97 0.22 -0.386
H -0.20676 -1.67167 -0.73304 0.03 0.04 -0.13 0.497
H 1.56059 1.78998 0.11587 -0.08 -0.13 0.01 0.192
H 2.13251 0.05933 0.00109 -0.14 0.08 0.04 0.220
H -0.52396 0.89390 1.44947 0.06 -0.06 -0.11 0.197
H -1.13479 -2.11160 1.36350 -0.07 -0.09 0.00 0.010
H -1.58116 -2.70734 1.28404 0.04 0.05 0.00 -0.026
```
Forces are in eV/Å.

- 2S+1 = 1
- HOMO (alpha / beta) (eV) = -7.9 / -7.9

[5]
Here is the molecule C4H6O2 in a non-equilibrium geometry from the Open Molecules 2025 dataset. Energies are from ωB97M-V with the def2-TZVPD basis set.

```
12
Properties=species:S:1:pos:R:3:forces:R:3:nbo_charge:R:1
C -1.64098 -0.30764 -0.23451 -0.15 -0.07 -0.06 -0.724
C -0.46709 -0.77874 0.57256 -0.10 0.07 0.10 0.567
O -0.31600 -1.92662 0.93249 0.17 0.91 -0.05 -0.508
C 0.56038 0.31158 0.88198 -0.34 1.46 -1.12 -0.124
C 1.77263 0.37587 0.08416 0.55 0.05 -0.32 -0.100
O 0.81756 1.36112 -0.22750 -0.01 -0.50 -1.52 -0.516
H -1.29301 0.26091 -1.10254 -0.06 -0.07 0.13 0.250
H -2.25126 -1.15809 -0.53794 0.04 0.09 0.04 0.236
H -2.23582 0.37583 0.38248 0.06 -0.04 -0.09 0.239
H 0.43793 1.29207 1.35943 -0.44 -1.57 2.64 0.293
H 1.82670 -0.29234 -0.76967 0.31 -0.51 0.37 0.196
H 2.72265 0.66460 0.52279 -0.03 0.19 -0.11 0.190
```
Forces are in eV/Å.

- 2S+1 = 1
- SMILES = CC(=O)[C@H]1CO1
- HOMO (eV) = -9.9

[6]
Here is a structure of composition C4H6O2 in a non-equilibrium geometry from the Open Molecules 2025 dataset. Energies are from ωB97M-V with the def2-TZVPD basis set.

```
12
Properties=species:S:1:pos:R:3:forces:R:3:nbo_charge:R:1
C 1.64933 0.60881 0.22414 -0.08 1.10 0.44 -0.140
O 1.32944 -0.65718 0.81534 -0.38 0.06 -0.31 -0.485
C 0.26060 -0.42654 -0.01822 -0.98 -0.74 0.33 0.322
C -0.13607 0.91250 0.26869 1.83 0.43 -0.36 -0.393
O -2.15321 -0.17245 -0.37367 -0.49 -0.63 -0.26 -0.674
C -1.47510 -1.19198 -0.55864 -0.52 -0.28 -0.24 0.144
H 2.27253 0.51234 -0.68766 -0.89 0.28 0.36 0.218
H 2.03711 1.32996 0.91717 0.34 0.06 0.41 0.229
H -0.58458 1.51011 -0.52405 -0.06 -0.46 0.09 0.250
H -0.50107 1.18803 1.27800 1.20 0.01 -0.40 0.257
H -1.37871 -1.96240 0.24170 0.12 0.13 -0.11 0.137
H -1.26264 -1.59190 -1.56167 -0.08 0.04 0.03 0.137
```
Forces are in eV/Å.

- 2S+1 = 1
- HOMO (eV) = -8.9

[7]
Here is a structure of composition C4H6O2 in a non-equilibrium geometry from the Open Molecules 2025 dataset. Energies are from ωB97M-V with the def2-TZVPD basis set.

```
12
Properties=species:S:1:pos:R:3:forces:R:3:nbo_charge:R:1
O 1.32850 -1.25642 0.49131 -0.05 0.32 0.17 -0.714
C 0.74807 -0.30792 -0.39118 -0.69 0.39 -0.27 -0.019
C -0.57670 -0.73581 -0.88673 -1.19 0.13 0.97 -0.029
C 0.27189 0.99767 0.20142 0.56 0.62 0.66 -0.454
C -0.94808 0.93402 0.78086 0.63 0.28 -0.34 0.226
O -1.73245 -0.05234 0.43148 1.51 -0.58 -1.74 -0.546
H 1.55406 -0.79520 1.30808 -0.05 -0.03 -0.04 0.480
H 1.47960 -0.06322 -1.17967 -0.51 -0.31 -0.10 0.206
H -0.79459 -0.31652 -1.88176 -0.54 0.02 0.79 0.212
H -0.98819 -1.69175 -0.64966 0.25 -0.78 -0.29 0.222
H 0.82409 1.90493 0.06314 0.48 0.22 0.58 0.221
H -1.25072 1.65721 1.54843 -0.38 -0.29 -0.38 0.195
```
Forces are in eV/Å.

- 2S+1 = 1
- HOMO (eV) = -8.5

[8]
Here is the molecule C4H6O2 in a non-equilibrium geometry from the Open Molecules 2025 dataset. Energies are from ωB97M-V with the def2-TZVPD basis set.

```
12
Properties=species:S:1:pos:R:3:forces:R:3:nbo_charge:R:1
O 2.02617 0.21599 1.36126 0.13 -0.19 -0.80 -0.538
C 1.74985 0.17759 0.20038 1.20 -0.24 0.03 0.664
O 1.18486 -0.91407 -0.47513 0.17 0.55 0.36 -0.538
C -0.09096 -0.78186 0.09481 -0.52 0.54 0.56 0.072
C -1.29289 -0.38220 -0.65677 -0.42 -0.15 -0.21 -0.430
C -0.62795 0.65489 0.19836 -0.47 0.03 0.13 -0.469
H 1.87936 0.98089 -0.52826 0.44 0.23 0.15 0.121
H -0.19383 -1.37440 0.99898 -0.18 0.10 -0.12 0.206
H -1.18681 -0.24056 -1.72550 -0.11 -0.06 0.07 0.232
H -2.23427 -0.77299 -0.30299 -0.10 -0.23 -0.22 0.226
H -0.22377 1.51044 -0.34693 0.20 -0.53 0.22 0.226
H -0.98976 0.92627 1.18179 -0.34 -0.05 -0.16 0.229
```
Forces are in eV/Å.

- 2S+1 = 1
- SMILES = O=COC1CC1
- HOMO (eV) = -10.4

[9]
Here is the molecule C4H6O2 from the Open Molecules 2025 dataset. Energies are from ωB97M-V with the def2-TZVPD basis set.

```
12
Properties=species:S:1:pos:R:3:forces:R:3:nbo_charge:R:1
O 2.34499 -0.85180 -0.01085 -0.23 0.39 0.30 -0.510
C 1.71838 0.01514 0.55010 0.20 -0.23 -0.22 0.424
C 0.44190 0.59477 -0.02586 0.25 0.03 -0.18 -0.003
C -0.41330 -0.38654 -0.82856 -0.02 -0.08 -0.14 -0.449
C -1.46514 -0.11720 0.25687 -0.31 -0.20 -0.05 -0.056
O -0.58325 0.78466 0.95960 0.07 0.05 0.14 -0.522
H 2.06137 0.44496 1.51375 -0.10 -0.04 -0.06 0.120
H 0.69483 1.53942 -0.53143 0.00 -0.11 0.05 0.195
H 0.00069 -1.39630 -0.85602 -0.08 0.16 -0.01 0.230
H -0.67528 -0.06623 -1.83754 0.01 -0.05 0.16 0.217
H -1.74278 -0.97278 0.88252 0.05 0.12 -0.09 0.178
H -2.37474 0.38782 -0.08848 0.17 -0.02 0.10 0.176
```
Forces are in eV/Å.

- 2S+1 = 1
- SMILES = O=C[C@H]1CCO1
- HOMO (eV) = -9.7

[10]
Here is the molecule C4H6O2 in a non-equilibrium geometry from the Open Molecules 2025 dataset. Energies are from ωB97M-V with the def2-TZVPD basis set.

```
12
Properties=species:S:1:pos:R:3:forces:R:3:nbo_charge:R:1
C -0.56125 0.49984 -1.51017 -0.12 -0.12 -0.49 -0.702
C -0.52848 -0.38687 -0.31335 0.95 -0.67 -1.22 0.476
O -0.92269 -1.54273 -0.27666 0.28 0.41 -0.29 -0.580
C 0.06256 0.25109 0.87501 -1.30 0.20 0.27 -0.554
C 1.13965 -0.62358 1.55353 -0.39 0.18 0.36 0.430
O 2.08590 -0.14942 2.13739 -0.94 -0.05 -0.42 -0.500
H -0.51161 1.57552 -1.29757 -0.07 -0.39 0.06 0.226
H -1.41787 0.24631 -2.12294 0.02 0.06 -0.32 0.238
H 0.36982 0.20205 -1.99938 -0.10 0.23 -0.42 0.250
H 0.37832 1.29760 0.87437 -0.06 -0.31 -0.47 0.246
H -1.21000 0.33172 0.77853 2.03 0.24 2.87 0.326
H 1.11565 -1.70154 1.30123 -0.30 0.22 0.07 0.146
```
Forces are in eV/Å.

- 2S+1 = 1
- SMILES = CC(=O)CC=O
- HOMO (eV) = -9.8

In order of appearance, energy = -8335.1160 -8338.4538 -8338.7432 -8334.8429 -8337.2246 -8333.6056 -8337.3084 -8338.0193 -8338.5466 -8337.6532 eV.
In order of appearance, ΔE to the lowest compared entry with this formula, charge and spin = 5.3451 2.0074 1.7179 5.6182 3.2365 6.8555 3.1528 2.4418 1.9146 2.8079 eV.